[1]
ORCA calculation (wB97M-V/def2-TZVPD) on a cluster of 2 separate species, C5H14S in total at a distorted geometry.

```
20
Properties=species:S:1:pos:R:3:forces:R:3
C 1.386209 -0.308544 -0.035651 -0.578 0.401 -0.472
C 1.297341 0.120399 1.415887 -0.327 0.558 0.099
C 1.330914 2.456015 -0.586015 0.236 0.112 0.459
S 0.667184 0.931717 -1.168607 0.325 -0.413 0.252
H 2.408750 -0.453141 -0.365680 0.373 0.029 -0.131
H 0.834334 -1.205519 -0.303813 -0.132 -0.123 0.204
H 0.336850 0.580697 1.683044 0.203 -0.181 -0.166
H 2.094089 0.800177 1.685666 0.145 0.207 -0.028
H 1.908676 2.320252 0.321558 -0.058 -0.071 0.045
H 1.984879 2.901162 -1.330748 -0.087 0.037 -0.407
H 0.496027 3.123399 -0.388243 -0.132 0.184 -0.123
H 1.429677 -0.727091 2.052935 0.010 -0.752 0.297
C -2.364960 -1.204122 0.753061 0.982 1.176 0.285
C -2.662240 -2.674809 0.604521 -0.082 -0.033 -0.926
H -1.326654 -1.008769 1.079831 -0.155 -0.395 0.061
H -2.453909 -0.567350 -0.134911 -0.357 -0.461 -0.226
H -2.958133 -0.713900 1.520329 -0.312 -0.119 0.063
H -1.982187 -3.163461 -0.093579 0.318 0.037 0.106
H -2.573589 -3.173679 1.564064 -0.299 -0.161 -0.001
H -3.632008 -2.827877 0.117904 -0.075 -0.031 0.610
```
Positions in Å, forces in eV/Å.

HOMO energy (alpha / beta) = -0.5370 / -0.5370 Eh
charge = +1
ΔE to the lowest compared entry with this formula, charge and spin = 0.0 kcal per mole
spin multiplicity = 2

=====

[2]
ORCA calculation (wB97M-V/def2-TZVPD) on an isolated molecule of C5H14SSi at a distorted geometry.

```
21
Properties=species:S:1:pos:R:3:forces:R:3
S -0.713282 3.226284 -0.653262 0.826 0.634 0.013
C -0.967054 1.620474 -1.356609 0.128 -2.344 -1.602
C -1.261362 -1.795938 0.165528 -0.144 2.007 -0.405
C 0.156287 0.462958 1.981578 0.521 1.715 -2.076
C 1.764989 -1.484399 0.451035 -4.090 -2.082 -1.082
C 0.193214 0.580365 -1.202879 -2.421 -1.724 1.050
Si 0.109213 -0.499033 0.360511 1.810 -0.101 0.376
H 0.386154 3.516533 -1.449053 -0.900 -0.181 0.684
H -1.965386 1.132776 -1.141909 1.010 0.966 0.209
H -0.938065 1.738499 -2.433123 -0.713 0.460 -0.299
H -1.486080 -1.795500 -0.929942 -0.476 -0.200 1.011
H -0.893668 -2.744866 0.465929 0.247 -0.892 0.238
H -2.071743 -1.476551 0.851499 -0.065 -0.421 -0.856
H -0.609584 1.245816 2.034738 0.221 -0.008 0.011
H 1.186660 0.953255 1.958472 -1.360 -0.630 0.432
H -0.003703 -0.191645 2.777262 0.162 -1.030 1.571
H 1.414664 -2.534236 0.703735 0.703 0.980 -0.264
H 2.248576 -1.516591 -0.481834 0.912 -0.052 -1.115
H 2.334752 -1.149894 1.214875 2.124 1.125 2.273
H 0.000872 -0.322817 -1.877439 0.304 1.441 0.018
H 1.114545 1.034511 -1.439112 1.202 0.335 -0.186
```
Positions in Å, forces in eV/Å.

HOMO energy = -0.3277 Eh
charge = 0
ΔE to the lowest compared entry with this formula, charge and spin = 17.9 kcal per mole

=====

[3]
ORCA calculation (wB97M-V/def2-TZVPD) on a structure of composition C5H15AlBClF3O5P at a distorted geometry.

```
32
Properties=species:S:1:pos:R:3:forces:R:3
O -1.842097 3.895448 1.217726 0.045 -0.475 -0.772
B -1.195834 2.676668 1.443363 -0.172 -0.007 0.147
O -1.798177 1.818176 2.352369 0.164 0.599 0.162
C 0.113618 2.327917 0.685040 0.136 0.570 0.370
Al -0.101508 1.179585 -0.940531 0.498 -0.410 0.685
C 1.207417 -0.364879 -0.857039 0.271 0.453 0.094
C 1.572426 -0.830397 0.564364 0.010 0.207 -0.127
O 1.615296 -2.251594 0.727849 -0.107 -0.016 0.067
C 0.363295 -2.878191 0.696337 0.026 -0.047 0.013
C -0.473774 -2.655684 1.953513 -0.093 0.101 0.292
F -1.450906 -3.587840 2.007866 0.165 0.215 0.021
F 0.256533 -2.764951 3.088278 -0.275 0.052 -0.440
F -1.084701 -1.444153 1.990930 0.276 -0.450 -0.007
P -2.309482 0.393748 -1.427982 -0.522 0.374 -0.559
O -3.018611 0.128352 0.037871 0.152 -0.027 -0.026
Cl -1.856744 -1.570554 -2.112268 0.084 -0.052 0.002
H -2.777102 3.782542 1.023633 -0.124 0.114 0.472
H -1.160178 1.270240 2.814448 -0.091 -0.394 -0.279
H 0.581730 3.263077 0.345152 -0.049 -0.129 -0.005
H 0.819213 1.857876 1.386359 -0.017 -0.165 -0.282
H 0.342055 2.075241 -2.296977 0.540 -0.343 -0.552
H 2.128671 0.048214 -1.292008 0.059 -0.284 0.185
H 0.905655 -1.199632 -1.498476 0.029 0.006 0.141
H 0.912868 -0.386249 1.317870 -0.025 -0.203 -0.029
H 2.582352 -0.488887 0.816940 -0.161 -0.133 0.005
H 0.539193 -3.957163 0.635234 -0.001 0.180 0.025
H -0.252311 -2.574979 -0.160371 0.040 0.006 0.103
H -3.972359 0.127693 -0.095708 -0.004 -0.079 0.130
O 2.289216 0.365402 -3.485660 0.026 0.158 -0.473
H 2.019049 0.116242 -4.387863 -0.061 0.062 -0.009
H 1.790274 1.182463 -3.149342 -0.830 0.114 0.580
H 3.254925 0.446269 -3.400920 0.010 0.006 0.064
```
Positions in Å, forces in eV/Å.

HOMO energy = -0.2643 Eh
charge = 0

=====

[4]
ORCA calculation (wB97M-V/def2-TZVPD) on a structure of composition C5H15BInO4Tm at a distorted geometry.

```
27
Properties=species:S:1:pos:R:3:forces:R:3
C -3.606530 0.398220 1.457619 0.981 -0.362 -0.496
B -3.261019 -1.071756 0.873250 -3.473 0.397 -1.388
O -4.122839 -1.761547 0.048210 2.175 1.206 1.411
In -1.192018 -1.921874 1.553937 1.284 -1.192 0.645
C 0.378936 -0.692418 0.409219 -1.885 -0.755 -0.267
O 1.686241 -0.760998 1.086504 -1.213 -0.311 -5.956
C 2.754686 -0.038458 0.381654 1.894 1.565 -1.182
O 2.331286 1.023059 -0.379755 0.385 -1.232 0.717
C 2.428588 0.755661 -1.810703 -1.751 0.096 -1.567
C 1.158279 1.417914 -2.458536 0.421 0.146 1.695
O 1.147445 2.811820 -2.144323 0.241 -0.639 -0.812
H -4.059838 0.306392 2.462161 0.299 0.164 -0.410
H -2.655228 0.968983 1.467828 -0.614 -0.098 0.498
H -4.278999 0.906015 0.735767 0.138 -0.499 0.461
H -3.794505 -1.754226 -0.862593 -0.302 -0.516 -0.339
H -1.066190 -3.662670 1.258855 -0.192 0.690 -0.062
H -1.051775 -1.493130 3.307899 0.362 0.283 -0.455
H -0.043471 0.330911 0.383301 0.968 -0.348 -0.130
H 0.471970 -1.122990 -0.603696 0.145 0.376 0.572
H 3.415525 -0.698644 -0.215843 -0.660 -0.195 0.598
H 3.444750 0.415664 1.198647 -0.519 -0.443 -0.616
H 2.309467 -0.334666 -1.984560 0.490 0.525 0.081
H 3.341607 1.172272 -2.264572 -0.194 -0.192 0.592
H 1.104721 1.239839 -3.541674 0.086 0.157 0.415
H 0.291991 0.981374 -1.913176 0.307 -0.180 -0.834
H 0.697690 2.879935 -1.306146 -0.109 0.397 0.274
Tm 2.169231 -0.294682 2.860726 0.737 0.960 6.557
```
Positions in Å, forces in eV/Å.

HOMO energy (alpha / beta) = -0.5701 / -0.5868 Eh
charge = +2
spin multiplicity = 3

=====

Copy entry 2 word for word.
ORCA calculation (wB97M-V/def2-TZVPD) on an isolated molecule of C5H14SSi at a distorted geometry.

```
21
Properties=species:S:1:pos:R:3:forces:R:3
S -0.713282 3.226284 -0.653262 0.826 0.634 0.013
C -0.967054 1.620474 -1.356609 0.128 -2.344 -1.602
C -1.261362 -1.795938 0.165528 -0.144 2.007 -0.405
C 0.156287 0.462958 1.981578 0.521 1.715 -2.076
C 1.764989 -1.484399 0.451035 -4.090 -2.082 -1.082
C 0.193214 0.580365 -1.202879 -2.421 -1.724 1.050
Si 0.109213 -0.499033 0.360511 1.810 -0.101 0.376
H 0.386154 3.516533 -1.449053 -0.900 -0.181 0.684
H -1.965386 1.132776 -1.141909 1.010 0.966 0.209
H -0.938065 1.738499 -2.433123 -0.713 0.460 -0.299
H -1.486080 -1.795500 -0.929942 -0.476 -0.200 1.011
H -0.893668 -2.744866 0.465929 0.247 -0.892 0.238
H -2.071743 -1.476551 0.851499 -0.065 -0.421 -0.856
H -0.609584 1.245816 2.034738 0.221 -0.008 0.011
H 1.186660 0.953255 1.958472 -1.360 -0.630 0.432
H -0.003703 -0.191645 2.777262 0.162 -1.030 1.571
H 1.414664 -2.534236 0.703735 0.703 0.980 -0.264
H 2.248576 -1.516591 -0.481834 0.912 -0.052 -1.115
H 2.334752 -1.149894 1.214875 2.124 1.125 2.273
H 0.000872 -0.322817 -1.877439 0.304 1.441 0.018
H 1.114545 1.034511 -1.439112 1.202 0.335 -0.186
```
Positions in Å, forces in eV/Å.

HOMO energy = -0.3277 Eh
charge = 0
ΔE to the lowest compared entry with this formula, charge and spin = 17.9 kcal per mole